--- one ---
# C4H10ClNO2S

C4H10ClNO2S as an isolated structure (ωB97M-V/def2-TZVPD, the Open Molecules 2025 dataset).

Calculated values
**Lowest unoccupied orbital energy**: 0.53 eV
**Highest occupied orbital energy**: -0.38028 hartree

```
! RIJCOSX wB97M-V def2-TZVPD def2/J DEFGRID3
* xyz 0 1
C -0.2156 -1.3680 -0.9368
C -1.4550 0.7119 0.2545
C 1.8125 0.7508 0.3558
C -0.6505 -0.5965 0.3236
N 0.8617 -0.0022 1.2093
O 2.5383 -0.7633 2.9963
O 0.6106 -2.1679 2.2741
S 1.6187 -1.2007 2.0044
Cl 2.8159 -2.0534 0.5166
H -0.9915 -1.3601 -1.5753
H 0.5895 -0.9100 -1.4093
H 0.0892 -2.3483 -0.6079
H -2.4749 0.6440 0.4807
H -1.5519 1.1992 -0.8376
H -1.1839 1.4423 1.0482
H 2.6158 1.0397 0.9801
H 2.3005 0.0215 -0.3817
H 1.4144 1.5254 -0.1712
H -0.8710 -1.2567 1.1775
*
```

***

--- two ---
# C4H10ClNO2S

A 2-piece molecular cluster, C4H10ClNO2S overall (ωB97M-V/def2-TZVPD, the Open Molecules 2025 dataset).

Calculated values
**SMILES**: N=[S@@](=O)(O)Cl.C=C(C)C
**Lowest unoccupied orbital energy**: 0.29 eV
**Highest occupied orbital energy**: -0.35794 hartree

```
! RIJCOSX wB97M-V def2-TZVPD def2/J DEFGRID3
* xyz 0 1
N 0.2532 1.5315 -0.4270
S 0.0567 2.2342 0.9306
O -1.0367 3.1098 1.1869
O 0.1261 1.1542 2.0136
Cl 1.7961 3.3083 1.3409
H 0.5147 2.0886 -1.1483
H 0.2016 0.3016 1.6040
C 0.5260 -1.3552 0.9187
C -0.1080 -1.2343 -0.2696
C 0.6410 -1.3721 -1.5786
C -1.5181 -0.7890 -0.3756
H 1.7105 -1.5235 1.0208
H -0.0957 -1.4485 1.7884
H 0.5564 -0.3594 -2.1802
H 1.7253 -1.6869 -1.5490
H 0.0706 -2.1336 -2.1216
H -1.8446 -0.1504 0.5376
H -1.4060 -0.0178 -1.1824
H -2.1691 -1.6573 -0.5092
*
```

***

Which one sits at the bottom of the stability order? two does.

***

--- one ---
# C4H11N3

C4H11N3 as an isolated structure (ωB97M-V/def2-TZVPD, the Open Molecules 2025 dataset).

Calculated values
**<S²>**: 0.76
**Lowest unoccupied orbital energy (alpha / beta)**: -3.75 / -8.52 eV
**Highest occupied orbital energy (alpha / beta)**: -0.52338 / -0.51720 hartree

```
! RIJCOSX wB97M-V def2-TZVPD def2/J DEFGRID3
* xyz 1 2
C -0.9885 0.9755 1.4581
C -1.4895 -0.1038 0.4397
C -0.3083 -0.5318 -0.3866
N 1.7581 -1.4412 -1.9013
C 1.9108 -0.9072 -0.6132
N 0.9724 -0.3991 0.2736
N -0.2271 2.0383 0.8554
H -1.7794 1.4575 2.0513
H -0.3891 0.4150 2.2069
H -2.3885 0.2359 -0.0477
H -1.8145 -0.9032 1.1327
H -0.4261 -1.5991 -0.6976
H -0.3512 -0.0114 -1.3503
H 1.5117 -0.3002 -1.7511
H 1.1480 -2.2857 -1.8632
H 2.9177 -0.6246 -0.4071
H 0.6804 1.6438 0.6264
H -0.7369 2.3414 -0.0260
*
```

***

--- two ---
# C4H11N3

An isolated ion of composition C4H11N3 and charge +1 (ωB97M-V/def2-TZVPD, the Open Molecules 2025 dataset).

Calculated values
**<S²>**: 0.76
**Lowest unoccupied orbital energy (alpha / beta)**: -3.54 / -7.33 eV
**Highest occupied orbital energy (alpha / beta)**: -0.56847 / -0.56346 hartree

```
! RIJCOSX wB97M-V def2-TZVPD def2/J DEFGRID3
* xyz 1 2
C 2.1510 -0.7879 0.6969
C 1.7339 0.5431 0.0703
C 0.3328 0.5130 -0.6345
N -0.6544 -0.1771 0.1480
C -1.9646 0.0379 0.0196
N -2.4746 0.2293 -1.1846
N -2.7662 -0.3260 1.0398
H 1.5499 -0.9489 1.5894
H 1.9388 -1.6449 0.0489
H 3.1948 -0.8139 0.9967
H 1.8400 1.4000 0.7347
H 2.4192 0.7045 -0.7703
H 0.4075 0.1653 -1.6605
H 0.2656 1.6096 -0.6829
H -0.3723 -0.6051 1.0189
H -3.4365 0.5481 -1.1715
H -1.8408 0.5832 -1.8884
H -2.3241 -1.0304 1.6295
*
```

***

Which one sits at the bottom of the stability order? one does.

***

--- one ---
# C4H6OS3

C4H6OS3 as an isolated structure (ωB97M-V/def2-TZVPD, the Open Molecules 2025 dataset).

Calculated values
**Lowest unoccupied orbital energy**: -1.21 eV
**Highest occupied orbital energy**: -0.32357 hartree

```
! RIJCOSX wB97M-V def2-TZVPD def2/J DEFGRID3
* xyz 0 1
C 0.2938 -1.1565 2.6275
C -0.0565 -0.6158 -0.1809
C -0.6599 1.8044 -0.5337
C 1.4378 -0.7382 -0.6205
H 0.2164 -2.0912 3.3900
H -0.2793 -0.1660 3.0141
H 1.3006 -1.0116 2.2267
H -0.8241 -0.6857 -1.0350
H 0.1107 1.6651 -1.6280
H 2.2452 -0.0948 -0.0650
O -0.2671 0.8456 0.2490
S -0.4173 -1.7167 1.1233
S -1.8673 3.1150 -0.0500
S 1.8644 -1.4072 -2.0514
*
```

***

--- two ---
# C4H6OS3

One molecule with the formula C4H6OS3 (ωB97M-V/def2-TZVPD, the Open Molecules 2025 dataset).

Calculated values
**SMILES**: O=C(S)[C@@H]1[C@H](S)[C@@H]1S
**Lowest unoccupied orbital energy**: 0.43 eV
**Highest occupied orbital energy**: -0.33356 hartree

```
! RIJCOSX wB97M-V def2-TZVPD def2/J DEFGRID3
* xyz 0 1
O 1.7624 0.3883 -0.8893
C 1.2042 0.8321 0.0825
S 2.1142 1.9388 1.1524
C -0.2148 0.5060 0.4718
C -0.6476 -0.9514 0.5667
S 0.4163 -2.3407 0.2581
C -1.2050 -0.0691 -0.4950
S -0.9571 -0.3054 -2.2615
H 1.1684 2.1533 2.0845
H -0.6405 1.1716 1.2341
H -1.3215 -1.1637 1.3997
H 0.2230 -2.3780 -1.0222
H -2.2517 0.2424 -0.3172
H 0.3497 -0.0243 -2.2645
*
```

***

Which one sits at the bottom of the stability order? one does.

***

--- one ---
# C4H3NO3

C4H3NO3 as an isolated structure (ωB97M-V/def2-TZVPD, the Open Molecules 2025 dataset).

Calculated values
**Lowest unoccupied orbital energy**: -0.34 eV
**Highest occupied orbital energy**: -0.34984 hartree

```
! RIJCOSX wB97M-V def2-TZVPD def2/J DEFGRID3
* xyz 0 1
C -0.5980 0.4067 -1.5949
C 0.2855 0.0653 -0.4512
C 0.5545 -1.2953 0.1593
C 0.7916 0.0594 1.6763
H -1.9814 1.7088 -0.3220
H 0.4678 -2.4251 -0.1707
H 1.1892 0.8137 2.3906
N 0.8234 -1.3577 1.5783
O -1.5381 1.4035 -1.4223
O -0.4097 -0.3087 -2.5425
O 0.4153 0.9294 0.6991
*
```

***

--- two ---
# C4H3NO3

A 2-piece molecular cluster, C4H3NO3 overall (ωB97M-V/def2-TZVPD, the Open Molecules 2025 dataset).

Calculated values
**Lowest unoccupied orbital energy**: 0.45 eV
**Highest occupied orbital energy**: -0.39158 hartree

```
! RIJCOSX wB97M-V def2-TZVPD def2/J DEFGRID3
* xyz 0 1
C -0.1333 2.5123 -0.8494
C -2.0254 3.7025 0.9707
C -1.4697 0.8856 0.1961
C -0.3522 0.1423 0.8418
N -0.9606 2.1937 -0.0761
O 0.6787 2.7343 -1.6387
O -2.3035 3.2236 1.9614
O -2.4590 0.4767 -0.3213
H -0.9193 -0.5268 1.6909
H 0.3539 0.8203 1.3418
H 0.0413 -0.5987 0.1443
*
```

***

--- three ---
# C4H3NO3

One molecule with the formula C4H3NO3 (ωB97M-V/def2-TZVPD, the Open Molecules 2025 dataset).

Calculated values
**SMILES**: O=C(O)c1ncco1
**Lowest unoccupied orbital energy**: 0.52 eV
**Highest occupied orbital energy**: -0.36468 hartree

```
! RIJCOSX wB97M-V def2-TZVPD def2/J DEFGRID3
* xyz 0 1
O 0.0229 1.8258 1.4870
C -0.3860 1.2394 0.5708
O -1.4547 1.5108 -0.0983
C 0.1996 -0.0092 0.0211
N 1.0348 -0.7485 0.5967
C 1.1583 -1.8259 -0.1935
C 0.2938 -1.7879 -1.2439
O -0.4031 -0.5437 -1.0664
H -1.8836 2.2688 0.2587
H 1.8562 -2.5790 0.1002
H -0.1311 -2.4905 -2.0412
*
```

***

Which one sits at the bottom of the stability order? one does.

***

--- one ---
# CH2N2S3

One molecule with the formula CH2N2S3 (ωB97M-V/def2-TZVPD, the Open Molecules 2025 dataset).

Calculated values
**Lowest unoccupied orbital energy**: -1.33 eV
**Highest occupied orbital energy**: -0.33024 hartree

```
! RIJCOSX wB97M-V def2-TZVPD def2/J DEFGRID3
* xyz 0 1
C -0.4782 -0.3535 -0.0814
N 0.1771 0.6789 0.0642
N 2.5439 -1.2456 -0.6387
S -0.2147 -2.0445 0.5640
S 2.9935 -1.2374 0.6947
S 1.1320 -1.7161 2.0221
H -1.5119 -0.1816 -0.5767
H 1.0363 0.7613 0.5702
*
```

***

--- two ---
# CH2N2S3

One molecule with the formula CH2N2S3 (ωB97M-V/def2-TZVPD, the Open Molecules 2025 dataset).

Calculated values
**SMILES**: c1n[nH]sss1
**Lowest unoccupied orbital energy**: 0.13 eV
**Highest occupied orbital energy**: -0.30615 hartree

```
! RIJCOSX wB97M-V def2-TZVPD def2/J DEFGRID3
* xyz 0 1
C -0.5698 1.1700 0.0403
N -1.0147 0.0028 -0.0398
N -0.4939 -1.1386 0.0697
S 1.1972 -1.4732 0.2929
S 1.9502 -0.0018 -0.8326
S 1.2311 1.5685 0.3789
H -1.3543 1.8831 0.0118
H -0.9457 -2.0107 0.0789
*
```

***

Which one sits at the bottom of the stability order? one does.

***

--- one ---
# C7H12OS

A 2-piece molecular cluster, C7H12OS overall (ωB97M-V/def2-TZVPD, the Open Molecules 2025 dataset).

Calculated values
**Lowest unoccupied orbital energy**: 0.57 eV
**Highest occupied orbital energy**: -0.29004 hartree

```
! RIJCOSX wB97M-V def2-TZVPD def2/J DEFGRID3
* xyz 0 1
C 0.1583 0.4434 -0.2600
C 0.7863 -1.5573 0.4451
C -1.0208 0.9611 -0.1213
C 0.3788 -1.9842 1.6835
C 1.6540 -2.3343 -0.4786
C -1.1711 2.4188 -0.5197
C -2.3712 0.2856 0.1292
O 2.7189 1.3530 -0.3788
S 1.3332 1.3071 -1.2930
H 0.3631 -2.9948 1.9032
H 3.0119 2.2624 -0.2654
H 0.2389 -1.4325 2.5424
H 2.6073 -1.8476 -0.6275
H 1.8218 -3.2388 -0.0424
H 1.2237 -2.5254 -1.4198
H -1.8994 2.9807 -0.0440
H -1.5647 2.4128 -1.6145
H -0.2852 3.0155 -0.4049
H -3.0122 0.8730 -0.5435
H -2.6100 0.3886 1.2049
H -2.3617 -0.7873 0.1049
*
```

***

--- two ---
# C7H12OS

A 2-piece molecular cluster, C7H12OS overall (ωB97M-V/def2-TZVPD, the Open Molecules 2025 dataset).

Calculated values
**SMILES**: C=C[C@@H]1CO1.C=CSC
**Lowest unoccupied orbital energy**: 0.82 eV
**Highest occupied orbital energy**: -0.31122 hartree

```
! RIJCOSX wB97M-V def2-TZVPD def2/J DEFGRID3
* xyz 0 1
C 0.2958 2.4803 0.3805
C 0.3121 1.7724 1.4682
C -0.3492 0.4692 1.6298
C -1.3123 0.2331 2.7124
O 0.0361 -0.2563 2.7986
H -0.1925 2.1807 -0.6470
H 0.6350 3.5471 0.3869
H 0.7766 2.0888 2.4226
H -0.5386 0.0071 0.6899
H -1.5648 1.0047 3.4359
H -1.9882 -0.5413 2.4506
C 0.0559 -2.7263 -0.8640
C -0.7926 -1.8756 -1.4763
S -0.5006 -0.4956 -2.6131
C 1.2661 -0.0580 -2.6052
H -0.2391 -3.3978 -0.1071
H 1.1816 -2.6926 -1.0910
H -1.9046 -1.9236 -1.3386
H 1.8806 -0.9636 -2.8149
H 1.5809 0.8250 -3.2534
H 1.3616 0.3222 -1.5648
*
```

***

Which one sits at the bottom of the stability order? one does.